Entry 1:
Computed, not measured: 2 unconnected molecules or ions with the total composition C3H4BrNS at a distorted geometry, with the ωB97M-V functional and the def2-TZVPD basis.

Computed properties:
Energy above the lowest of the compared OMol25 structures with the same formula, charge and spin (eV): 3.439
Structure (SMILES): [S-][N+]#CBr.C=C
Energy (eV): -85539.68826
M (g mol⁻¹): 166.043
LUMO level (eV): -0.75
Highest occupied orbital energy (eV): -8.50

Last column: natural (NBO) charge in e.
Geometry (Å):
S: 1.1911 -1.9903 2.0990  0.069
N: 1.1059 -0.4696 1.8463  -0.435
C: 0.7783 0.5033 1.2894  0.139
Br: 1.2531 2.2041 1.1063  0.209
C: -1.1213 0.2877 -0.6028  -0.395
C: -0.4005 -0.2973 -1.5523  -0.373
H: -1.7784 -0.3322 -0.0162  0.198
H: -1.1187 1.2716 -0.3142  0.193
H: -0.4083 -1.3701 -1.9097  0.209
H: 0.4989 0.1927 -1.9458  0.186

Entry 2:
Computed, not measured: 9 unconnected molecules or ions with the total composition C18H30Cl6N6 at a distorted geometry, with the ωB97M-V functional and the def2-TZVPD basis.

Computed properties:
Energy above the lowest of the compared OMol25 structures with the same formula, charge and spin (eV): 0.000
Spin multiplicity: 2
Energy (eV): -103225.70170
Net charge: -1
M (g mol⁻¹): 543.198
LUMO level (spin up / spin down) (eV): 2.07 / 2.06
Highest occupied orbital energy (spin up / spin down) (eV): 0.01 / -8.60

Last column: Mulliken spin population.
Geometry (Å):
C: -0.1628 4.4915 -1.5116  -0.052
C: -1.2280 4.8952 -0.5957  0.241
N: -2.0018 5.2572 0.1327  -0.083
H: -0.3780 4.7533 -2.5476  -0.039
H: 0.0270 3.4190 -1.4698  -0.045
H: 0.7141 5.1288 -1.3974  0.015
C: -1.9297 1.2727 -4.4711  1.775
C: -0.6336 1.1728 -3.6772  -0.250
N: 0.3872 1.1778 -3.0793  -0.122
H: -2.7908 1.1718 -3.8106  -0.304
H: -1.9765 0.3985 -5.1205  -0.333
H: -1.8815 2.2479 -4.9558  -0.257
C: 4.1234 2.3522 -2.5140  0.000
C: 3.7163 3.6152 -3.1631  0.012
N: 3.4554 4.5451 -3.8287  -0.001
H: 3.4909 1.5998 -2.9851  -0.002
H: 3.7705 2.5770 -1.5075  0.002
H: 5.1745 2.0646 -2.5394  -0.002
C: 0.9599 -4.5504 1.5360  0.003
C: -0.3415 -5.2509 1.6355  -0.013
N: -1.3293 -5.8642 1.7347  0.008
H: 0.9006 -3.5628 1.9933  0.003
H: 1.2148 -4.4722 0.4791  0.001
H: 1.7927 -5.0709 2.0089  0.002
C: -2.7461 -3.0544 -2.6820  0.727
C: -1.4910 -3.4167 -2.0669  -0.037
N: -0.5029 -3.7534 -1.5709  -0.094
H: -3.3759 -3.9242 -2.8685  -0.047
H: -2.5555 -2.4877 -3.5934  -0.296
H: -3.2596 -2.3925 -1.9846  0.011
C: 4.8172 -2.7453 0.7808  -0.005
C: 4.9955 -1.5612 -0.1006  0.008
N: 5.0521 -0.6465 -0.8043  -0.004
H: 5.5732 -3.4868 0.5226  -0.002
H: 3.8495 -3.1319 0.4609  0.003
H: 4.8531 -2.4601 1.8322  0.000
Cl: -2.9233 5.0441 4.3070  0.000
C: -1.3445 4.3779 3.9622  -0.002
C: -1.4824 3.0703 3.1516  0.002
Cl: -2.1430 1.7052 4.1460  0.006
H: -0.7982 4.0683 4.8532  -0.002
H: -0.8790 5.1163 3.3093  0.003
H: -0.5175 2.7173 2.7876  -0.001
H: -2.0421 3.2460 2.2330  0.002
Cl: 2.0523 -1.2367 1.1385  -0.005
C: 0.9139 -0.6876 -0.1284  0.082
C: 0.4874 0.6817 0.2034  0.073
Cl: 1.8494 1.7425 0.1874  0.004
H: 0.0427 -1.3424 -0.1061  0.037
H: 1.3626 -0.8293 -1.1116  -0.048
H: 0.0252 0.7601 1.1875  0.049
H: -0.2573 1.0487 -0.5028  -0.107
Cl: -4.1974 -2.5401 0.9083  -0.037
C: -3.0604 -2.0583 2.1785  0.046
C: -3.0730 -2.9201 3.3833  0.013
Cl: -2.0679 -2.3328 4.7572  -0.003
H: -3.3188 -1.0467 2.4917  -0.001
H: -2.1076 -1.9674 1.6569  0.064
H: -2.6797 -3.8929 3.0882  0.000
H: -4.1246 -3.0323 3.6470  0.002

Entry 3:
Computed, not measured: 2 unconnected molecules or ions with the total composition C9H14, with the ωB97M-V functional and the def2-TZVPD basis.

Computed properties:
Energy above the lowest of the compared OMol25 structures with the same formula, charge and spin (eV): 0.162
Structure (SMILES): Cc1ccccc1.CC
Energy (eV): -9560.01988
M (g mol⁻¹): 122.211
LUMO level (eV): 1.02
Highest occupied orbital energy (eV): -9.05

Last column: natural (NBO) charge in e.
Geometry (Å):
C: -2.0031 -1.8808 0.3430  -0.630
C: -1.0050 -1.0500 1.1096  -0.004
C: -1.3571 -0.5605 2.3653  -0.220
C: -0.4813 0.2018 3.1118  -0.201
C: 0.7980 0.4569 2.6210  -0.228
C: 1.1707 -0.0675 1.3930  -0.191
C: 0.2739 -0.8156 0.6409  -0.234
H: -2.2948 -2.7587 0.9211  0.218
H: -1.6085 -2.2445 -0.5981  0.215
H: -2.9082 -1.2928 0.1680  0.219
H: -2.3254 -0.8079 2.7863  0.208
H: -0.7867 0.5874 4.0816  0.212
H: 1.4931 1.1008 3.1471  0.212
H: 2.1739 0.0992 1.0355  0.210
H: 0.6887 -1.2321 -0.2759  0.213
C: 0.5375 1.3824 -3.4293  -0.602
C: 1.5365 1.1847 -2.2846  -0.608
H: 0.9991 1.8814 -4.2810  0.200
H: 0.1223 0.4342 -3.7671  0.199
H: -0.3018 1.9844 -3.0682  0.201
H: 2.2063 0.3542 -2.4955  0.198
H: 0.9582 0.9445 -1.3966  0.209
H: 2.1138 2.0985 -2.1281  0.203

Entry 4:
Computed, not measured: 8 unconnected molecules or ions with the total composition C47H57F16NO25S at a distorted geometry, with the ωB97M-V functional and the def2-TZVPD basis.

Computed properties:
Energy (eV): -156653.03363
M (g mol⁻¹): 1371.990
LUMO level (eV): -0.39
Highest occupied orbital energy (eV): -9.48

Last column: Löwdin charge in e.
Geometry (Å):
C: -0.7303 5.1387 -2.3531  0.192
C: -1.3222 5.7199 -1.4892  -0.074
C: -2.0541 6.2571 -0.3492  -0.178
C: -1.2245 7.4322 0.1612  -0.037
C: -1.2765 8.8465 -0.3698  -0.712
O: -0.4595 9.0060 -1.2875  0.047
O: -2.0850 9.5997 0.1687  0.044
N: -0.4605 7.0177 1.1165  0.198
C: -0.5862 5.5610 1.3930  -0.236
C: -0.1119 5.1714 2.8055  -0.113
C: 0.7798 3.9018 2.8138  -0.150
C: 0.3331 2.7725 3.7761  -0.193
C: 0.1534 1.4240 3.0755  -0.196
C: 0.2431 0.2233 4.0403  -0.187
C: 1.6942 -0.2727 4.1550  -0.184
C: 2.0643 -1.1551 2.9429  -0.186
C: 3.5242 -0.9217 2.5090  -0.197
C: 3.8576 -1.3629 1.0665  -0.202
C: 2.8288 -0.9211 0.0254  -0.223
C: 2.6804 0.5914 -0.0799  -0.206
C: 1.7185 0.9939 -1.2128  -0.206
C: 2.3884 1.0855 -2.5892  -0.220
C: 1.5849 1.9771 -3.5374  -0.267
C: 2.0971 1.9087 -4.9898  -0.094
C: -2.0453 5.4066 0.9631  -0.213
S: -2.4152 3.6443 0.8632  0.765
O: -2.4091 3.1368 2.1992  -0.238
O: -1.5274 3.0360 -0.0735  -0.239
C: -4.1354 3.5882 0.1953  -0.452
F: -4.9633 4.2575 1.0070  0.148
F: -4.1012 4.2590 -0.9830  0.123
C: -4.6745 2.1628 -0.1332  -0.345
F: -5.9277 2.3791 -0.6000  0.158
F: -3.9657 1.6304 -1.1446  0.148
C: -4.8067 1.1593 1.0694  -0.321
F: -5.9622 0.4789 0.8848  0.150
F: -4.9167 1.8077 2.2344  0.169
C: -3.6708 0.0698 1.1573  -0.522
F: -2.4892 0.5117 0.7418  0.177
F: -4.0315 -1.0188 0.4758  0.174
F: -3.5498 -0.2780 2.4478  0.181
H: -0.1389 4.6650 -3.1016  0.040
H: -3.0885 6.5129 -0.5702  0.161
H: 0.1506 7.6700 1.5925  0.193
H: 0.1314 5.0890 0.7196  0.152
H: -0.9306 5.0967 3.5213  0.116
H: 0.5117 6.0010 3.1504  0.114
H: 0.9060 3.5105 1.8015  0.100
H: 1.7682 4.2217 3.1469  0.114
H: 1.1297 2.6316 4.4978  0.082
H: -0.5638 3.0677 4.3202  0.102
H: -0.8108 1.3698 2.5707  0.077
H: 0.9267 1.3261 2.3100  0.089
H: -0.1682 0.4993 5.0138  0.099
H: -0.4109 -0.5559 3.6353  0.105
H: 2.3293 0.6147 4.1884  0.111
H: 1.7837 -0.8413 5.0788  0.086
H: 1.9790 -2.2074 3.2210  0.103
H: 1.3663 -0.9195 2.1400  0.089
H: 4.1572 -1.4920 3.1935  0.105
H: 3.7997 0.1273 2.6386  0.104
H: 3.9540 -2.4525 1.0527  0.107
H: 4.8359 -0.9492 0.8059  0.108
H: 1.8696 -1.3994 0.2331  0.102
H: 3.1495 -1.2878 -0.9559  0.113
H: 3.6531 1.0444 -0.2984  0.115
H: 2.3446 1.0364 0.8585  0.082
H: 0.9037 0.2635 -1.2515  0.112
H: 1.2626 1.9668 -1.0026  0.098
H: 3.4040 1.4780 -2.4870  0.117
H: 2.4738 0.1017 -3.0595  0.117
H: 0.5430 1.6459 -3.4896  0.082
H: 1.5822 3.0159 -3.1964  0.091
H: 2.1009 2.8973 -5.4474  0.072
H: 3.1013 1.4919 -5.0272  0.049
H: 1.4650 1.2283 -5.5658  0.072
H: -2.7015 5.8419 1.7169  0.161
C: -6.5964 -3.7439 -0.5415  -0.054
C: -5.2260 -3.9026 0.0740  -0.328
O: -5.0405 -5.3033 0.0490  0.134
C: -5.7665 -5.7902 -1.0028  -0.544
O: -5.6410 -6.8697 -1.4659  0.191
O: -6.6453 -4.8523 -1.4425  0.073
F: -5.1963 -3.4744 1.3604  0.071
H: -7.3850 -3.8445 0.2057  0.146
H: -6.7223 -2.8037 -1.0725  0.139
H: -4.4219 -3.4198 -0.4837  0.164
C: -2.8858 0.3835 -4.0671  -0.050
C: -2.6102 1.5987 -4.9215  -0.308
O: -2.5315 1.0435 -6.2195  0.131
C: -3.3164 -0.0762 -6.2330  -0.544
O: -3.6791 -0.6336 -7.2091  0.193
O: -3.6247 -0.4499 -4.9634  0.073
F: -1.4246 2.1797 -4.6118  0.064
H: -1.9626 -0.1206 -3.7756  0.148
H: -3.4664 0.6092 -3.1791  0.117
H: -3.3945 2.3577 -4.8987  0.176
C: 2.0875 -5.0633 6.4925  -0.053
C: 1.2834 -4.1673 5.5907  -0.316
O: 1.9229 -2.9078 5.7629  0.089
C: 3.2300 -3.1684 6.0709  -0.543
O: 4.1020 -2.3694 6.0237  0.183
O: 3.3877 -4.4665 6.4266  0.082
F: -0.0044 -4.0654 6.0026  0.080
H: 1.7273 -5.0373 7.5228  0.150
H: 2.1149 -6.0867 6.1505  0.111
H: 1.3048 -4.4460 4.5380  0.162
C: -0.0501 -9.7458 6.2779  -0.044
C: 1.1514 -10.1354 5.4479  -0.311
O: 1.1887 -9.1066 4.4716  0.145
C: 0.6331 -7.9998 5.0297  -0.540
O: 0.7312 -6.9005 4.5920  0.169
O: -0.0388 -8.3177 6.1592  0.079
F: 0.9812 -11.3274 4.8342  0.085
H: -0.9751 -10.1391 5.8551  0.147
H: 0.0285 -10.0496 7.3181  0.141
H: 2.0963 -10.1470 5.9940  0.175
C: -1.3761 2.1943 8.2377  -0.046
C: -1.1431 3.5212 8.9224  -0.316
O: 0.1697 3.8494 8.5079  0.137
C: 0.3723 3.2615 7.2928  -0.536
O: 1.2541 3.5317 6.5513  0.179
O: -0.5842 2.3304 7.0544  0.058
F: -1.1715 3.4093 10.2715  0.078
H: -1.0001 1.3629 8.8353  0.147
H: -2.4186 2.0159 7.9880  0.141
H: -1.8268 4.3154 8.6169  0.173
C: 3.7440 1.5323 -9.3932  -0.045
C: 2.6847 0.4681 -9.2198  -0.310
O: 3.2364 -0.3491 -8.2041  0.122
C: 4.0407 0.4493 -7.4401  -0.557
O: 4.4498 0.1593 -6.3690  0.173
O: 4.2948 1.6177 -8.0745  0.077
F: 2.5215 -0.2763 -10.3423  0.071
H: 4.5192 1.2156 -10.0925  0.147
H: 3.3426 2.4910 -9.7100  0.141
H: 1.7128 0.8433 -8.8952  0.175
C: 3.7305 -4.7481 -9.6891  -0.051
C: 3.8494 -3.4863 -10.5104  -0.318
O: 3.5499 -3.9431 -11.8156  0.133
C: 2.7191 -5.0200 -11.6877  -0.546
O: 2.0775 -5.4848 -12.5649  0.187
O: 2.7305 -5.4749 -10.4084  0.072
F: 5.1111 -2.9866 -10.4914  0.073
H: 4.6634 -5.3137 -9.6852  0.145
H: 3.4170 -4.5646 -8.6648  0.140
H: 3.1493 -2.6979 -10.2328  0.155

Entry 5:
Computed, not measured: a molecular structure, C28H69F3GaNO14PS at a distorted geometry, with the ωB97M-V functional and the def2-TZVPD basis.

Computed properties:
Energy (eV): -140952.41186
Net charge: -1
M (g mol⁻¹): 833.611
LUMO level (eV): 2.16
Highest occupied orbital energy (eV): -3.92

Last column: Löwdin charge in e.
Geometry (Å):
C: 3.5281 1.6946 1.6107  -0.074
C: 3.0874 2.8055 0.9098  -0.287
C: 1.8038 2.8392 0.1840  -0.296
Ga: 0.3363 2.6898 1.5632  0.340
P: -1.3098 4.3762 1.4529  0.531
N: -0.7002 5.8652 1.5806  -0.409
S: -0.6661 0.5285 1.5214  0.588
O: 0.2648 -0.4966 1.0787  -0.404
O: -1.1680 0.2619 2.8588  -0.410
C: -2.2023 0.3913 0.4202  -0.675
F: -2.5553 1.5730 -0.1021  0.092
F: -1.9902 -0.4756 -0.5835  0.098
F: -3.2370 -0.0776 1.1367  0.094
H: 3.8584 0.7918 1.1184  0.031
H: 3.5825 1.7360 2.6912  0.028
H: 3.7564 3.6617 0.8721  0.085
H: 1.7493 1.9158 -0.4100  0.051
H: 1.7449 3.7056 -0.4711  0.045
H: 0.9785 2.7949 3.0027  -0.029
H: -2.0646 4.2576 0.2516  -0.080
H: -2.2225 4.1515 2.5126  -0.053
H: -1.1040 6.2780 2.4117  -0.088
C: 3.6400 2.4355 -2.7723  -0.113
O: 3.8746 1.3409 -1.9152  -0.204
C: 3.1816 0.1589 -2.2737  -0.200
C: 4.0515 -0.8526 -2.9776  -0.192
O: 4.4791 -0.3890 -4.2558  -0.190
C: 5.8037 0.0999 -4.2512  -0.124
H: 4.3657 3.2128 -2.5338  0.087
H: 3.7424 2.1776 -3.8308  0.083
H: 2.6342 2.8307 -2.5928  0.078
H: 2.3064 0.4041 -2.8835  0.134
H: 2.8241 -0.2796 -1.3363  0.124
H: 3.4588 -1.7568 -3.1428  0.115
H: 4.9144 -1.1214 -2.3602  0.127
H: 6.5209 -0.7292 -4.2100  0.084
H: 5.9832 0.7770 -3.4125  0.084
H: 5.9586 0.6463 -5.1812  0.084
C: -3.3179 -2.6985 2.2287  -0.093
O: -3.1919 -4.1182 2.2117  -0.185
C: -3.8219 -4.7543 3.3062  -0.209
C: -5.1585 -5.3453 2.9183  -0.207
O: -6.1043 -4.3416 2.5759  -0.189
C: -6.2546 -4.1721 1.1805  -0.116
H: -3.0181 -2.3354 1.2550  0.068
H: -4.3480 -2.3891 2.4223  0.089
H: -2.6559 -2.2669 2.9841  0.094
H: -3.9386 -4.0599 4.1440  0.128
H: -3.1647 -5.5690 3.6294  0.115
H: -5.5643 -5.8891 3.7768  0.122
H: -5.0354 -6.0582 2.0974  0.119
H: -6.8386 -4.9969 0.7536  0.085
H: -5.2891 -4.1089 0.6738  0.083
H: -6.7961 -3.2416 1.0170  0.087
C: -3.0314 -8.6965 2.4662  -0.103
O: -4.0257 -8.5854 3.4714  -0.205
C: -4.8159 -9.7531 3.6088  -0.207
C: -4.3829 -10.5872 4.7937  -0.208
O: -3.0824 -11.1245 4.6158  -0.191
C: -2.0794 -10.4018 5.3073  -0.111
H: -2.3389 -7.8662 2.5925  0.088
H: -2.4780 -9.6347 2.5481  0.084
H: -3.4845 -8.6261 1.4716  0.091
H: -4.7883 -10.3485 2.6912  0.127
H: -5.8486 -9.4264 3.7692  0.126
H: -5.0695 -11.4337 4.8966  0.124
H: -4.4344 -9.9968 5.7134  0.126
H: -2.1206 -10.6196 6.3803  0.087
H: -2.1738 -9.3254 5.1505  0.084
H: -1.1144 -10.7279 4.9235  0.088
C: -0.7711 7.2629 -4.7613  -0.117
O: -2.0535 6.6659 -4.7652  -0.194
C: -2.0123 5.2564 -4.5994  -0.208
C: -2.3246 4.8428 -3.1783  -0.215
O: -1.3283 5.2779 -2.2756  -0.206
C: -1.6901 6.4419 -1.5423  -0.132
H: -0.9075 8.3380 -4.6544  0.086
H: -0.1605 6.9017 -3.9309  0.085
H: -0.2533 7.0657 -5.7075  0.085
H: -1.0372 4.8622 -4.9012  0.124
H: -2.7706 4.8331 -5.2666  0.122
H: -2.3478 3.7484 -3.1320  0.125
H: -3.3097 5.2141 -2.8782  0.127
H: -2.4102 6.1867 -0.7612  0.057
H: -2.1083 7.2177 -2.1910  0.081
H: -0.7941 6.8246 -1.0624  0.075
C: -2.1786 -2.8890 -2.6880  -0.108
O: -1.6269 -4.1869 -2.8379  -0.189
C: -0.5879 -4.2506 -3.7992  -0.212
C: 0.7781 -4.2408 -3.1491  -0.216
O: 1.0366 -3.0083 -2.5055  -0.204
C: 0.8464 -3.0631 -1.0935  -0.087
H: -2.7832 -2.8898 -1.7831  0.083
H: -1.4019 -2.1284 -2.5890  0.079
H: -2.8210 -2.6463 -3.5426  0.088
H: -0.6714 -3.4272 -4.5154  0.125
H: -0.7135 -5.1909 -4.3471  0.121
H: 1.5382 -4.3650 -3.9291  0.122
H: 0.8762 -5.0751 -2.4477  0.125
H: 1.6815 -3.5893 -0.6182  0.091
H: -0.0922 -3.5543 -0.8316  0.089
H: 0.8214 -2.0421 -0.7163  0.062
C: 3.6254 8.2219 1.0321  -0.107
O: 4.2781 6.9779 0.8620  -0.189
C: 5.3769 7.0322 -0.0263  -0.211
C: 6.6943 7.0772 0.7147  -0.206
O: 6.8465 8.2801 1.4544  -0.194
C: 6.5650 8.1221 2.8328  -0.115
H: 2.9630 8.1300 1.8902  0.092
H: 4.3380 9.0308 1.2159  0.081
H: 3.0219 8.4600 0.1497  0.089
H: 5.2873 7.8889 -0.7022  0.125
H: 5.3481 6.1195 -0.6311  0.122
H: 7.5104 7.0429 -0.0146  0.122
H: 6.7898 6.2067 1.3699  0.127
H: 7.3878 7.6009 3.3355  0.086
H: 5.6343 7.5751 2.9964  0.086
H: 6.4677 9.1167 3.2655  0.086